C7H15N3O3S2 | ωB97M-V/def2-TZVPD

XYZ file:
```
30
Properties=species:S:1:pos:R:3:forces:R:3:mulliken_charge:R:1
C 1.6221 -1.4387 0.0547 -0.1 0.0 -0.4 -0.06
C -0.6825 -1.6735 -0.3976 0.0 0.4 -1.0 0.21
C 3.2961 -0.5673 1.6452 0.0 -0.1 -0.1 -1.17
C -1.8050 2.4732 -1.2829 -0.1 -0.2 0.1 -1.32
C 2.7705 -1.8063 0.9150 0.2 0.1 0.2 -0.38
C -2.5382 1.5297 -0.3398 0.2 0.5 0.2 -0.20
C -2.3678 0.0727 -0.6937 -1.2 -0.6 0.6 -0.69
N 0.4984 -1.9960 0.1918 0.3 -0.5 0.8 -0.45
N -1.4163 -2.6269 -0.9345 0.2 0.0 0.1 -0.29
N -1.0314 -0.3822 -0.4517 0.7 -0.1 0.2 0.00
O -4.6318 -0.0848 0.7269 -0.2 0.0 0.0 -0.68
O -3.8477 -2.0550 -0.4940 -0.5 -0.1 0.1 -0.75
O -2.6557 -1.3368 1.5030 0.0 -0.1 0.3 -0.61
S -1.9337 1.7096 1.3917 -0.1 0.3 0.1 -0.15
S -3.5219 -0.9397 0.4183 0.1 0.4 -0.7 1.32
H 1.8086 -0.6693 -0.7045 -0.1 0.1 -0.1 0.49
H 3.6028 0.1994 0.9372 0.1 0.1 0.0 0.34
H 4.1536 -0.8360 2.2555 0.1 0.0 0.0 0.34
H 2.5261 -0.1573 2.2935 0.0 0.1 0.1 0.34
H -0.7323 2.2932 -1.2560 0.1 0.0 0.0 0.31
H -2.1585 2.3193 -2.3002 0.0 0.0 -0.2 0.36
H -1.9884 3.5094 -1.0092 0.0 0.1 0.0 0.44
H 2.4576 -2.5671 1.6287 0.0 -0.1 -0.1 0.27
H 3.5664 -2.2121 0.2850 0.0 -0.1 0.0 0.28
H -3.6109 1.7378 -0.3216 0.2 -0.1 -0.1 0.56
H -2.6773 -0.1480 -1.7160 0.0 0.1 0.0 0.47
H -1.0669 -3.5653 -0.8124 0.1 0.1 0.1 0.23
H -2.4858 -2.5067 -0.8846 0.2 -0.1 -0.2 0.39
H -0.5184 0.2302 0.1803 0.0 -0.2 0.0 0.23
H -1.8881 3.0457 1.3522 0.1 0.1 0.0 0.17
```
Forces are in eV/Å.

As for the total charge: 0. The value obtained for the HOMO energy is -9.29 eV. For the largest force on an atom, the calculation gives 0.0287 Eh/bohr. The calculated total energy comes out at -1462.0879 Ha. The frontier orbital gap comes out at 8.96 eV.


C7H13NOS | ωB97M-V/def2-TZVPD

XYZ file:
```
23
Properties=species:S:1:pos:R:3:forces:R:3:mulliken_charge:R:1
C -1.3993 -0.2721 -1.4936 0.9 0.9 -0.2 0.86
C 0.9203 0.1034 0.2389 -0.3 -0.1 -0.5 1.40
C -0.0306 -0.3336 1.2926 -1.3 -0.6 -1.2 0.34
C -1.9459 0.0898 -2.8387 -0.3 -0.1 -0.3 -1.18
C 1.6776 -1.0814 -0.3400 0.0 -0.1 0.0 -1.72
C 1.8888 1.1708 0.7784 -0.1 0.1 0.0 -1.68
C -0.9953 0.6019 1.9207 0.1 -0.1 0.2 -1.68
N -1.7131 -1.1312 -0.7068 0.3 -0.6 1.6 -0.73
O 0.1743 -1.5368 1.8232 0.2 0.3 0.1 -0.43
S 0.0045 0.9781 -1.1161 0.3 0.0 0.2 -0.28
H -2.7151 0.8506 -2.7145 -0.1 0.0 -0.1 0.26
H -2.3919 -0.7974 -3.2868 0.0 0.1 0.0 0.35
H -1.1659 0.4890 -3.4814 0.0 0.0 -0.1 0.36
H 2.2584 -1.5837 0.4322 0.1 0.0 0.0 0.37
H 2.3492 -0.7549 -1.1306 0.0 0.1 0.0 0.39
H 0.9643 -1.7923 -0.7499 0.0 -0.1 0.0 0.43
H 1.3544 2.0502 1.1296 0.0 0.1 0.1 0.40
H 2.5647 1.4748 -0.0176 0.0 0.0 0.0 0.43
H 2.4758 0.7597 1.5965 0.1 -0.1 0.1 0.40
H -1.1390 1.4749 1.2888 0.0 -0.1 0.0 0.35
H -0.6189 0.9231 2.8974 0.0 0.1 0.1 0.40
H -1.9594 0.1195 2.0802 0.0 -0.1 0.0 0.55
H -0.5579 -1.8025 2.3973 0.0 0.2 0.0 0.41
```
Forces are in eV/Å.

As for the total charge: 0. The value obtained for the HOMO energy (spin up / spin down) is -7.61 / -6.50 eV. For the largest force on an atom, the calculation gives 0.0358 Eh/bohr. The calculated total energy comes out at -802.6035 Ha. The frontier orbital gap (spin up / spin down) comes out at 7.96 / 5.81 eV.


C4H8O2Si | ωB97M-V/def2-TZVPD

XYZ file:
```
15
Properties=species:S:1:pos:R:3:forces:R:3:mulliken_charge:R:1
C -0.3536 1.3483 1.9248 -1.0 -4.6 -2.2 -0.07
C -0.2587 -0.6535 1.6500 -0.7 1.7 3.8 0.48
C -1.1324 -0.6389 -1.3562 0.1 2.7 2.1 -1.06
C 1.4506 0.3282 -0.7473 1.6 1.1 -0.7 -0.97
O -1.0159 1.9852 1.1927 -0.2 0.9 -0.5 -0.37
O -0.5406 -1.2949 2.6571 0.8 1.5 -2.9 -0.48
Si 0.2603 -0.9061 -0.1157 -0.3 -0.5 -2.2 0.32
H 0.0283 1.5980 2.8527 1.0 1.0 2.4 0.39
H -1.6446 0.3521 -1.1783 0.4 -1.0 0.2 0.29
H -0.7558 -0.5099 -2.3233 0.9 -0.3 -1.5 0.34
H -1.8359 -1.3879 -1.3168 -1.8 -1.7 -0.1 0.37
H 1.5324 0.1644 -1.8912 0.4 -0.2 1.9 0.24
H 1.0016 1.3053 -0.7305 -0.6 0.6 0.2 0.35
H 2.4245 0.5223 -0.2112 -0.7 -0.7 -0.9 0.35
H 0.8399 -2.2128 -0.4068 0.1 -0.6 0.4 -0.18
```
Forces are in eV/Å.

As for the total charge: 0. The value obtained for the HOMO energy is -8.19 eV. For the largest force on an atom, the calculation gives 0.1004 Eh/bohr. The calculated total energy comes out at -597.0902 Ha. The frontier orbital gap comes out at 8.05 eV.


CF3I2P | ωB97M-V/def2-TZVPD

XYZ file:
```
7
Properties=species:S:1:pos:R:3:forces:R:3:mulliken_charge:R:1
C -1.6163 -0.4067 0.0534 2.0 2.0 1.4 0.46
F -2.7792 -0.7271 -0.3829 -0.5 0.4 -1.0 -0.14
F -1.6864 -0.2098 1.3788 0.3 -0.2 -1.0 -0.17
F -0.9874 0.7358 -0.5022 -2.3 -1.9 0.6 -0.17
P 1.6072 0.0551 -0.8913 0.6 0.2 0.0 -0.01
I 2.4969 2.0921 0.0869 -0.2 0.0 -0.1 0.01
I 2.9653 -1.5395 0.2574 0.1 -0.4 0.1 0.01
```
Forces are in eV/Å.

As for the total charge: 0. The value obtained for the HOMO energy (spin up / spin down) is -9.51 / -8.18 eV. For the largest force on an atom, the calculation gives 0.0622 Eh/bohr. The calculated total energy comes out at -1274.3692 Ha. The frontier orbital gap (spin up / spin down) comes out at 7.90 / 6.91 eV.


C3H9NO3 | ωB97M-V/def2-TZVPD

XYZ file:
```
16
Properties=species:S:1:pos:R:3:forces:R:3:mulliken_charge:R:1
N -0.2311 1.8141 0.1795 0.2 -1.1 0.1 -0.36
C -0.0449 0.6667 0.9293 0.5 0.3 -0.3 0.55
O 0.1167 0.7855 2.1135 0.1 -0.3 1.0 -0.58
C 0.0513 -0.6781 0.1974 -1.0 0.8 0.5 -0.43
C 1.1957 -0.7040 -0.8235 -0.6 -2.0 0.1 -0.60
O 2.3698 -0.9827 -0.0143 0.1 4.2 -0.5 -0.51
H -0.1039 2.7048 0.5803 0.1 0.7 1.0 0.20
H -0.5387 1.8600 -0.7457 -0.3 -0.5 -1.5 0.16
H 0.1909 -1.4838 0.8770 1.6 -0.2 1.4 0.27
H -0.9763 -1.0409 0.1800 -0.8 0.5 -2.1 0.32
H 1.1629 -1.5879 -1.4853 -0.4 0.7 0.0 0.29
H 1.2393 0.2387 -1.3961 0.3 -0.5 0.2 0.35
H 2.5791 0.0012 0.2006 0.4 -2.8 0.2 0.33
O -2.9808 -0.8266 -1.8611 0.5 -1.6 -0.1 -0.64
H -2.9896 0.0855 -1.6831 -0.5 2.0 0.2 0.32
H -2.1486 -1.0670 -1.4387 0.0 -0.5 -0.1 0.31
```
Forces are in eV/Å.

As for the total charge: 0. The structure (SMILES) is NC(=O)CCO.O. The value obtained for the HOMO energy is -10.06 eV. For the largest force on an atom, the calculation gives 0.0832 Eh/bohr. The calculated total energy comes out at -400.1439 Ha. The frontier orbital gap comes out at 10.44 eV.


H37O19 | ωB97M-V/def2-TZVPD

XYZ file:
```
56
Properties=species:S:1:pos:R:3:forces:R:3:mulliken_charge:R:1
O 1.1058 0.9891 -4.0318 -3.8 2.9 -2.9 -0.68
H -1.4693 -0.8852 -0.2955 -1.8 -0.5 -1.9 0.24
H -1.6615 0.9036 3.4652 -0.2 0.9 0.2 0.32
O 0.3947 -0.8486 -2.7686 -2.2 -2.6 -1.3 -0.63
H -0.7772 1.1672 -0.6077 -0.7 -2.1 0.8 0.19
H 0.2144 -1.7344 -2.3967 0.3 0.5 -0.2 0.33
O -2.1225 0.1711 3.0688 -4.5 3.4 1.3 -0.76
H -0.3161 -2.7982 -0.0586 -1.5 -2.8 -0.2 0.48
H -2.3031 2.5068 1.0569 -0.2 1.9 -3.4 0.27
O -1.5454 1.4169 -4.6299 -0.8 -2.9 0.8 -0.67
H -0.7094 0.8987 -4.7021 -0.3 0.9 -0.3 0.35
H -2.1475 0.6357 -4.3679 1.0 2.0 -0.5 0.34
O 2.0593 0.5034 0.7601 -3.9 0.3 1.9 -0.37
H 2.6026 0.4446 1.5600 0.0 0.1 -0.2 0.38
H -4.3014 1.2541 -1.9951 1.7 1.1 1.2 0.26
O -0.0264 -1.1588 -0.0270 -1.9 -0.1 3.7 0.09
H 1.3533 -3.6256 -1.5183 -0.3 0.7 4.4 0.28
H 1.0704 0.5652 1.1575 3.3 -0.3 -1.7 -0.01
O -2.1778 2.3353 1.9416 -0.3 -2.2 1.6 -0.67
H -3.1225 2.3210 -1.5494 -0.2 0.0 -0.7 0.28
H -2.4237 1.3599 1.8414 0.5 1.4 1.3 0.51
O -3.6828 1.5931 -1.2779 -1.6 -0.7 -0.4 -0.57
H 2.6880 2.5277 3.1270 1.0 -1.0 -1.2 0.30
O 3.2243 3.0795 -0.8952 4.4 3.5 4.2 -0.62
H 0.5497 -4.5730 -2.5152 1.3 1.4 1.2 0.31
H 2.8859 2.7524 -0.0954 -1.4 -1.0 1.0 0.29
O -0.5612 -3.8689 -0.1222 -2.4 1.8 -0.7 -0.72
H -0.7450 1.9453 -1.9087 0.8 0.1 2.4 0.25
H -1.5762 -3.9945 -0.3874 3.5 1.1 1.0 0.29
O -0.4304 -1.4762 2.4626 0.8 0.0 -0.4 -0.72
H 0.2314 -1.9675 2.9474 0.2 -0.3 -0.1 0.25
H 2.2232 -3.1445 1.2592 0.5 -1.9 4.9 0.25
O -0.4067 1.9540 -0.9368 -0.2 1.8 -3.5 -0.57
H 0.4691 -1.2182 -0.7776 1.9 0.2 -2.6 -0.42
H -4.0063 -1.8827 2.4096 0.5 -0.9 1.9 0.30
O 1.2942 -3.9259 -2.3619 -0.9 -2.1 -5.5 -0.65
H -3.3274 -1.0529 1.3521 -0.2 -0.4 0.1 0.36
H -0.0894 -1.2759 1.5194 -0.3 -0.6 0.4 0.30
O 1.8913 2.9843 3.2653 -1.0 2.8 1.8 -0.63
H -1.4800 -0.4295 2.9902 3.7 -4.5 -0.8 0.30
H 4.7372 -0.0084 0.3487 1.8 -5.8 -1.0 0.27
O 1.0423 0.7972 3.6523 -1.8 -2.7 -1.2 -0.51
H 2.8823 2.8163 -1.6457 -3.4 -2.4 -5.3 0.29
H 0.8404 1.1407 4.5014 0.0 0.9 1.2 0.32
O -4.1783 -1.4228 1.6261 -0.5 1.0 -1.9 -0.63
H 1.6437 -1.9503 0.5090 0.6 -1.3 0.0 0.31
H 0.5189 0.9012 -3.3002 0.2 -0.2 0.8 0.33
O 2.1177 -2.8362 0.4385 -0.8 3.3 -4.9 -0.61
H 1.2663 3.0864 2.5524 0.5 -0.6 -0.6 0.29
H 0.2589 0.1949 3.4650 1.6 0.6 0.1 0.29
O -2.4320 -0.8650 -0.8163 0.6 2.1 3.5 -0.71
H -2.9418 -0.1880 -0.2203 1.1 -1.7 -2.3 0.19
H 0.9873 -0.3734 -2.2515 1.7 0.7 1.8 0.34
O 4.4752 0.8152 0.4826 -3.4 6.3 -1.0 -0.63
H 1.9701 0.8063 -3.9314 4.1 -1.2 1.2 0.31
H 3.6763 0.9786 -0.1796 2.7 -0.6 2.1 0.33
```
Forces are in eV/Å.

As for the total charge: -1. The value obtained for the HOMO energy is -7.12 eV. For the largest force on an atom, the calculation gives 0.1402 Eh/bohr. The calculated total energy comes out at -1451.6393 Ha. The frontier orbital gap comes out at 9.53 eV.